ORCA calculation (ωB97M-V with the def2-TZVPD basis set) on the molecule C3H6ClNOS in a non-equilibrium geometry.

F_max ... 5.531 eV/Å
Frontier orbital gap (spin up / spin down) ... 6.589 / 8.915 eV
Spin multiplicity ... 1
Energy relative to the best compared isomer or geometry (same formula, charge and spin) ... 453.7 kJ/mol

Each line ends with the Löwdin charge.
Geometry (Å):
1 C -1.01 0.18 0.12  -0.3390
2 C -0.29 -1.15 0.53  -0.2406
3 C -0.35 1.34 0.67  -0.5540
4 N 1.96 0.02 -0.28  -0.1839
5 O 0.55 -0.97 -2.02  -0.5109
6 S 1.12 -1.29 -0.74  0.8002
7 Cl -0.39 2.69 -0.37  0.6533
8 H -1.14 0.02 -0.96  0.0954
9 H -2.08 0.22 0.61  0.1631
10 H 0.24 -1.17 1.38  0.0367
11 H -0.84 -1.96 0.41  0.0298
12 H -0.15 1.46 1.65  0.0347
13 H 2.37 0.60 -1.00  0.0150

ORCA calculation (ωB97M-V with the def2-TZVPD basis set) on the molecule C3H6ClOP in a non-equilibrium geometry.

SMILES string ... CP(Cl)/C=C\O
F_max ... 2.732 eV/Å
Frontier orbital gap ... 9.458 eV
Spin multiplicity ... 1
Energy relative to the best compared isomer or geometry (same formula, charge and spin) ... 114.8 kJ/mol

Each line ends with the Löwdin charge.
Geometry (Å):
1 C 1.79 -0.74 0.21  -0.3519
2 P 0.41 -1.05 -0.96  0.5628
3 Cl -1.02 -2.19 0.03  0.1852
4 C -0.29 0.56 -0.56  -0.4183
5 C -1.38 1.24 -0.15  -0.1979
6 O -2.59 0.78 0.46  -0.0537
7 H 1.55 -0.27 1.09  0.0128
8 H 2.35 -1.55 0.53  0.0088
9 H 2.57 -0.16 -0.31  0.0583
10 H 0.54 1.28 -0.61  0.0624
11 H -1.42 2.30 -0.27  0.0993
12 H -2.52 -0.20 0.52  0.0322

ORCA calculation (ωB97M-V with the def2-TZVPD basis set) on the molecule C3H6ClP in a non-equilibrium geometry.

SMILES string ... CC(C)=PCl
F_max ... 4.230 eV/Å
Frontier orbital gap ... 9.552 eV
Spin multiplicity ... 1
Energy relative to the best compared isomer or geometry (same formula, charge and spin) ... 0.0 kJ/mol

Each line ends with the Löwdin charge.
Geometry (Å):
1 C 1.23 0.24 0.84  -0.2032
2 C -0.07 -0.30 0.39  -0.6557
3 C -0.54 0.43 -1.18  -0.0479
4 P -0.92 -1.44 1.25  0.4942
5 Cl -2.59 -1.78 0.19  0.1188
6 H 1.13 1.29 1.12  0.0789
7 H 1.63 -0.31 1.69  0.0573
8 H 1.96 0.20 0.03  0.0750
9 H -0.62 1.49 -1.00  0.0468
10 H -1.48 -0.01 -1.48  -0.0087
11 H 0.26 0.18 -1.86  0.0446

ORCA calculation (ωB97M-V with the def2-TZVPD basis set) on a structure of composition C3H6CsO5 in a non-equilibrium geometry.

Total charge ... -1
F_max ... 2.602 eV/Å
Frontier orbital gap (spin up / spin down) ... 2.948 / 2.947 eV
Spin multiplicity ... 1
Energy relative to the best compared isomer or geometry (same formula, charge and spin) ... 110.3 kJ/mol

Each line ends with the Löwdin charge.
Geometry (Å):
1 C -3.49 4.11 5.23  -0.5123
2 C -3.31 5.09 4.07  -0.2579
3 O -4.40 5.80 3.52  -0.0632
4 C -4.06 6.71 2.54  -0.8278
5 O -2.85 6.83 2.23  -0.1229
6 O -4.97 7.51 2.27  -0.0679
7 O -2.24 3.60 5.54  -0.4096
8 Cs 1.32 5.78 2.91  0.8656
9 H -4.21 3.33 4.87  0.0845
10 H -3.91 4.71 6.07  0.0860
11 H -2.98 4.44 3.24  0.1126
12 H -2.74 5.90 4.57  0.1152
13 H 0.17 1.67 2.65  0.0864
14 O 1.02 1.26 2.27  -0.1063
15 H 0.86 1.07 1.35  0.0176

ORCA calculation (ωB97M-V with the def2-TZVPD basis set) on the molecule C3H6F2N2 in a non-equilibrium geometry.

F_max ... 2.940 eV/Å
Frontier orbital gap (spin up / spin down) ... 8.737 / 7.098 eV
Spin multiplicity ... 1
Energy relative to the best compared isomer or geometry (same formula, charge and spin) ... 350.5 kJ/mol

Each line ends with the Löwdin charge.
Geometry (Å):
1 C 0.23 -0.63 0.78  -0.1215
2 C 1.24 0.62 0.43  -0.4775
3 C -1.51 -0.07 -0.73  -0.0652
4 N -0.58 -0.95 -0.32  0.0034
5 N 0.61 1.66 -0.06  0.1020
6 F 2.05 -0.07 -0.54  -0.0952
7 F -2.31 0.63 0.20  -0.0084
8 H 0.72 -1.52 1.16  0.1199
9 H -0.49 -0.20 1.46  0.1085
10 H 1.85 0.66 1.41  0.1623
11 H -1.97 -0.25 -1.72  0.1336
12 H -0.46 -1.61 -1.04  0.1372
13 H 0.63 1.73 -1.02  0.0010

ORCA calculation (ωB97M-V with the def2-TZVPD basis set) on the ion C3H6F2N3O2 with charge +1 in a non-equilibrium geometry.

Total charge ... +1
SMILES string ... C/[NH+]=C(\N)C(F)(F)[N+](=O)[O-]
F_max ... 4.918 eV/Å
Frontier orbital gap ... 11.132 eV
Spin multiplicity ... 1
Energy relative to the best compared isomer or geometry (same formula, charge and spin) ... 0.0 kJ/mol

Each line ends with the Löwdin charge.
Geometry (Å):
1 C -0.84 -0.79 0.12  -0.0014
2 N 0.56 -0.61 0.39  0.0921
3 C 1.25 0.43 0.07  -0.1544
4 N 0.75 1.64 -0.19  0.2577
5 C 2.89 0.38 0.40  -0.3101
6 F 3.40 1.59 -0.04  0.1204
7 F 3.14 0.20 1.66  0.2349
8 N 3.54 -0.78 -0.43  -0.3006
9 O 4.35 -0.49 -1.24  0.2048
10 O 3.12 -1.88 -0.12  0.1157
11 H -1.16 -1.29 -0.77  0.1123
12 H -1.34 0.19 0.10  0.1044
13 H -1.35 -1.28 0.88  0.0916
14 H 1.09 -1.45 0.18  0.1495
15 H 1.43 2.44 -0.40  0.1978
16 H -0.10 1.65 -0.61  0.0851